Entry 1:
A molecular structure, C39H65Br2KN2O2PSSi4 in a non-equilibrium geometry. Source: the Open Molecules 2025 dataset; level of theory: the ωB97M-V functional and the def2-TZVPD basis.

```
117
Properties=species:S:1:pos:R:3:mulliken_charge:R:1
H -0.5114 4.8017 -2.7801 0.189
H 5.9566 2.3271 1.4714 0.263
C -3.6777 0.0145 3.7212 -0.691
C -5.1204 -4.0701 1.3082 -1.265
C -0.5471 -4.0727 1.8300 0.845
H 2.5656 3.8242 -0.2987 -0.498
O -2.2489 2.3520 1.1931 -0.281
H 6.4131 0.9528 0.4503 0.285
C -2.0940 1.7041 2.1784 -0.531
H -2.2972 -2.9815 3.0183 0.872
Br -2.1077 0.2114 -3.3801 -0.007
H 3.5140 4.4961 -3.1772 0.239
H 0.7567 -0.1104 3.4739 0.005
H -4.8208 -3.1522 -4.0192 0.434
C 4.8336 -1.4863 -1.5085 -1.139
H -1.0758 -2.0441 -3.1723 0.562
H 0.8113 -5.1995 3.0454 0.426
C 2.1331 2.9575 -5.0742 -0.896
C 4.6943 0.3349 3.5184 -1.024
H 6.6652 2.6193 -0.1392 0.370
H -0.2974 -0.9074 -2.0636 -0.782
C -1.0981 5.0889 -1.9054 -0.776
H 3.5644 1.6391 -2.6884 -0.135
Si 3.0020 0.7124 2.7853 0.051
H 5.1938 -2.4878 -1.7910 0.446
H 2.1427 -3.7000 -0.4657 0.369
C -4.8684 -3.3462 -2.9538 -0.887
H 1.8392 0.0543 4.8811 0.430
C -1.3194 -6.5618 0.8007 -0.706
P -2.2978 -2.6110 0.1206 2.203
H 5.4682 0.9324 3.0105 0.172
H 5.1712 0.9500 -2.3918 0.434
C -4.9647 -3.8054 -0.1731 1.130
C -0.0155 -2.7788 2.3988 -1.462
H 0.2804 4.3117 -0.3994 -0.040
H -5.1222 3.3552 -1.4238 0.330
H 4.7260 0.5680 4.5938 0.368
H 2.0442 3.7095 -5.8557 0.331
Si 3.5339 -1.5964 -0.1433 0.054
H -3.7599 5.5484 -1.4816 0.553
H 1.1991 -2.2478 -0.8340 -0.419
H 3.7141 4.0092 1.0368 0.315
H -2.6934 -5.4657 -0.4062 0.433
C 2.1945 -2.7017 -0.9279 -0.443
H 3.5063 3.1654 2.9764 0.238
C -4.7629 3.8581 -0.5224 -0.954
H -1.6692 5.9881 -2.1479 0.622
H 1.0740 -2.7957 2.4208 0.201
H -5.2755 -3.1376 1.8548 0.161
C 5.9857 1.9675 0.4315 -1.230
N 0.4124 2.1674 -2.1589 0.024
H 1.4877 2.1174 -5.3139 0.286
C -6.0198 -4.1688 -1.0190 -0.818
H -0.3182 -1.8997 1.8357 -0.058
C -3.5246 4.6995 -0.8335 -0.720
O -2.8822 3.5153 -3.1201 -0.754
H -4.0172 0.6230 4.5576 0.338
H 2.0039 -1.3492 3.7934 0.180
H -0.8221 5.5383 0.2235 0.399
H 5.6996 -0.8808 -1.1928 0.228
C 3.6315 3.7324 -0.0263 -0.416
Si 2.6473 0.4726 0.4937 0.879
C 0.0316 -5.2627 2.2883 -0.696
C -3.8055 -2.9911 -2.1281 -0.563
H 2.0498 5.0445 -2.3545 0.082
C -2.7294 -2.0034 2.8173 0.084
H 0.5322 6.0176 -0.7970 0.378
N 1.7182 3.5436 -3.7952 0.271
K -1.0251 1.1412 -0.2882 1.297
H -4.5281 3.1045 0.2288 -0.095
H 3.1683 2.6097 -5.0266 0.277
H -5.9812 -4.7147 1.4820 0.458
H 5.2579 -2.1223 1.5611 0.268
H 4.9607 -0.7264 3.3834 0.250
C 2.6672 2.5105 3.2636 -1.122
C -3.6760 0.5967 2.4022 -0.076
C 1.7868 -0.2703 3.8288 -0.717
H -6.8966 -4.6376 -0.5799 0.366
H 2.3991 -2.8381 -2.0011 0.442
C -0.2299 5.2475 -0.6489 -0.800
H -3.0348 5.0445 0.0852 0.289
S -2.2920 3.7459 -1.7492 0.965
H 0.1348 -7.4019 2.1520 0.376
C 4.5214 1.8086 -2.1609 -0.768
H -3.7817 -0.5419 -0.8667 0.009
H -2.9291 -2.5194 -2.5674 0.065
C 1.0539 2.7778 -2.9132 -0.443
C -0.6852 -1.0523 -3.0603 0.534
H 2.5240 2.5958 4.3512 0.388
H -5.5684 4.4907 -0.1419 0.446
H -4.4625 1.0112 -0.1499 -0.034
H -0.3619 -2.6300 3.4210 0.625
C -2.8949 -1.6135 1.5352 -0.019
C -5.9859 -3.9414 -2.3904 -0.639
H 3.6804 -2.7316 2.0886 0.273
H -4.2401 -4.5493 1.7339 0.156
C -3.8975 0.0942 0.0026 -1.103
C -3.8235 -3.2079 -0.7481 0.152
H -4.4252 1.3692 2.2550 0.535
H -6.8328 -4.2273 -3.0096 0.366
Br 0.7893 -0.8605 -4.2970 -0.139
H 5.0033 2.7113 -2.5613 0.457
H 1.7592 2.8869 2.7674 0.223
C -1.9263 -5.3960 0.3558 -0.897
C -3.5283 -0.3042 1.2515 0.198
H -3.0695 -1.6066 4.9524 0.402
H 4.2140 4.4636 -0.6143 0.405
C 2.4568 4.7215 -3.3124 -0.681
H 4.6113 -3.6342 0.8586 0.393
C 4.3439 -2.6270 1.2122 -1.209
H 4.4025 -1.0107 -2.4046 0.200
C -3.1556 -1.2062 3.9462 -1.357
Si 4.2438 1.9545 -0.2921 -0.343
H 2.3500 5.5294 -4.0387 0.363
C -0.3415 -6.4975 1.7864 -0.750
C -1.5780 -4.1395 0.8733 0.296
H -1.6108 -7.5161 0.3787 0.426
```

Values from the calculation:
Charge ... -1
Highest occupied orbital energy ... -3.47 eV
ΔE to the lowest compared entry with this formula, charge and spin ... 54.89 kcal per mole

***

Entry 2:
11 unconnected molecules or ions with the total composition C39H65F18N5O17 in a non-equilibrium geometry. Source: the Open Molecules 2025 dataset; level of theory: the ωB97M-V functional and the def2-TZVPD basis.

```
144
Properties=species:S:1:pos:R:3:mulliken_charge:R:1
N 9.3728 -4.3240 1.0897 0.090
H 1.5024 1.5926 -1.0162 0.316
H -11.4932 -0.7956 1.7859 0.295
C 2.9458 7.9830 -4.0318 0.818
H 9.4445 2.6328 6.0412 0.322
H -12.4092 -2.2049 2.5123 0.295
H 1.4857 -10.2254 6.6188 0.333
C -7.6050 0.3451 -7.1304 0.361
H -1.8012 -6.7706 -9.0109 0.257
H 4.6181 -2.3612 -4.1466 0.246
O -1.4373 -9.3178 8.2131 -0.587
F -8.2131 -1.9531 -6.7157 -0.231
C -3.5236 -8.5620 -7.5122 -0.904
C 5.0650 -3.6420 -7.2545 -0.919
H 7.5625 -3.2631 1.2169 0.319
C -8.0659 6.2379 -2.0939 -1.066
H 5.3690 11.6154 -2.6970 0.296
C -9.4824 5.6145 -1.8525 -0.283
C 7.9330 -4.2539 1.4796 -0.918
C 9.5815 -4.1318 -0.3513 -0.926
O 3.1066 9.1190 -1.8636 -0.536
O 1.0396 -0.8633 1.3380 -0.610
H -3.8422 -8.5685 -8.5546 0.313
C 8.1514 3.0620 4.4180 -0.174
H 7.6996 2.5889 6.4928 0.354
H -0.6875 -1.2181 0.2467 0.267
H -4.3986 -8.6968 -6.8763 0.264
C 3.3957 3.9004 11.7050 0.387
C 10.9515 3.3544 1.9585 0.947
H 7.4725 3.8803 4.1783 0.278
C 4.4269 3.2850 12.7376 0.835
O -9.9591 -2.5460 2.8987 -0.262
C -8.7260 -0.7201 -6.9656 0.811
H 5.8362 -5.0655 -5.1597 0.380
F 11.6381 4.2197 2.7326 -0.224
F 4.4380 1.9727 12.5787 -0.226
C 5.8544 9.5265 -2.1412 -0.266
O -7.0101 0.8443 -6.1595 -0.517
F 10.9840 3.5861 0.6594 -0.218
H 8.6547 4.1169 6.2430 0.311
H 7.6716 -4.4003 2.5277 0.306
C -8.8463 -2.9672 3.5270 0.342
H 2.2003 -9.9736 8.2268 0.308
C -1.4862 -7.0832 -8.0153 -0.826
H 2.2671 3.9796 9.2549 0.268
F 11.4723 2.1066 2.1050 -0.250
H 9.1189 -3.2110 -0.7066 0.327
F 3.8458 7.4853 -4.8030 -0.247
H 9.8617 -4.8664 2.9641 0.275
H 10.6487 -3.9747 -0.5079 0.313
O 8.5984 2.9910 1.7103 -0.521
F -9.5232 -0.3378 -5.9340 -0.227
F -8.5697 -5.1115 2.5365 -0.237
H -10.0910 -0.7599 3.9172 0.383
H -9.8120 5.7193 -0.8188 0.298
O 2.6725 2.9770 11.0740 -0.204
H -12.5503 -0.4881 3.1404 0.371
F 5.6163 3.7852 12.4423 -0.246
H 1.0207 2.1162 8.2517 0.372
F -11.9900 7.9801 -3.6904 -0.228
O -8.5265 -2.5857 4.6666 -0.545
H -7.8702 6.5857 -3.1082 0.308
H -6.7144 3.2583 -9.3544 0.283
O 9.4302 3.3461 3.7968 -0.228
H -6.4583 2.9549 -7.5572 0.291
H -0.9407 -7.3357 7.9240 0.328
H 6.8987 9.2956 -2.3517 0.340
H -7.8721 7.0830 -1.4335 0.313
C -0.6582 -8.3987 7.9731 0.112
H -9.5175 4.5505 -2.0868 0.319
H -11.0336 -2.0253 4.5030 0.311
H -3.9292 -7.2525 -5.5510 0.245
F -13.6497 6.6027 -3.3978 -0.224
H -1.0066 -8.0618 -7.9939 0.320
O -2.2504 -5.9901 -5.4886 -0.593
C 4.6592 -2.3101 -5.2456 0.151
O 3.1846 5.1152 11.6233 -0.537
C -11.9165 -1.2477 2.6828 -1.095
N 4.7226 -3.4918 -5.8328 0.075
H -3.0540 -9.5456 -7.5266 0.339
H 4.5954 -4.5345 -7.6679 0.296
H 4.8512 -2.7746 -7.8790 0.316
H 7.7726 2.0524 4.2588 0.303
C -6.1696 1.2649 -8.8407 -0.292
H 1.4814 -6.6251 7.6549 0.338
H 0.4075 2.5389 -0.0477 0.274
C 8.4671 3.0966 5.9086 -1.147
C 10.3074 -4.6258 1.9866 0.198
F -6.7348 -4.1132 3.4062 -0.217
C 1.5120 -7.5579 7.0918 -0.940
F -12.2746 6.3928 -5.2088 -0.235
C 1.2761 -9.9408 7.6499 -0.911
C 5.7874 11.0658 -1.8538 -1.034
N 0.1453 0.4348 -0.2490 0.054
C -11.5229 5.7761 -3.1277 0.354
H 9.2123 -4.9551 -0.9627 0.300
H 5.7835 8.9051 -1.2485 0.333
H -0.0970 0.6412 -2.3544 0.328
H 2.5657 -7.8325 7.1425 0.320
C -0.6987 0.5063 -1.4555 -0.964
C 0.9969 1.6220 -0.0510 -0.826
O -11.9343 4.6038 -2.8905 -0.567
C -10.7429 -1.5581 3.5622 -0.284
H -5.3049 0.7345 -8.4419 0.364
H -5.0861 3.1361 -8.5710 0.325
C 4.8079 -4.7161 -5.0670 -0.883
H 2.5642 1.5915 8.8942 0.344
C -6.1167 2.7814 -8.5776 -0.945
H 1.1911 -7.3777 6.0658 0.321
H -6.1955 1.1607 -9.9253 0.256
H 6.7611 11.4433 -1.5418 0.351
C 1.6120 2.0478 9.1648 -1.247
H 6.1327 -3.6156 -7.4723 0.342
C 0.2379 -0.6579 0.4517 0.203
F 2.2265 8.6610 -4.8518 -0.253
O 4.9684 9.0748 -3.1519 -0.288
C -2.9766 -6.8488 -5.9278 0.241
H 0.5810 -10.6363 8.1203 0.323
O -10.3361 6.2990 -2.7572 -0.218
O 11.5441 -4.7245 1.8174 -0.614
H 0.7467 3.5332 10.1415 0.246
F -9.4506 -0.7029 -8.0821 -0.227
H 1.6250 1.5694 0.8383 0.287
O 4.6037 -1.2196 -5.7437 -0.568
H -1.4830 1.2495 -1.3122 0.328
C -12.4075 6.7425 -3.8920 0.883
N 0.6648 -8.6065 7.6746 0.056
H 7.3047 -5.0405 1.0617 0.328
H -7.3480 5.5099 -1.7160 0.345
N -2.6500 -7.3985 -7.1399 0.052
F 2.2148 7.0177 -3.4548 -0.239
H -0.8778 -6.3179 -7.5334 0.291
C 1.7999 3.3074 9.9746 -0.073
H 1.1569 1.3828 9.8989 0.311
O -7.3832 0.7276 -8.4314 -0.253
C 3.6766 8.8282 -2.9339 0.442
H 4.2946 -5.5810 -5.4873 0.284
H 4.5589 -4.6166 -4.0105 0.280
H 5.0501 11.2237 -1.0667 0.284
C -7.9119 -3.9494 2.7753 0.889
H -1.2607 -0.3976 -1.6903 0.344
C 9.5228 3.2128 2.4592 0.246
F 4.1026 3.6912 13.9703 -0.231
F -7.6451 -3.4094 1.5922 -0.245
```

Values from the calculation:
Charge ... 0
Highest occupied orbital energy ... -9.26 eV
ΔE to the lowest compared entry with this formula, charge and spin ... 184.81 kcal per mole